57
Properties=species:S:1:pos:R:3:mulliken_charge:R:1 method="wB97M-V/def2-TZVPD" multiplicity=4 charge=+1 max_force_ha_per_bohr=0.093 orbital_gap_ev="6.90 / 4.94"
C 1.60382 -4.27930 -0.86240 -0.966
C 1.53660 -2.91828 -0.43136 0.923
N 0.27037 -2.39191 -0.18878 -0.232
C -0.77635 -3.21929 0.00097 0.712
C -0.65674 -4.60879 -0.11297 -0.757
C 0.54067 -5.13392 -0.61094 -0.413
C 2.60574 -2.01561 -0.35720 -1.358
P 2.31457 -0.30589 0.14867 1.387
Mn 0.01651 -0.37853 0.08519 -0.786
P -2.15297 -0.74577 -0.15525 1.060
C -2.09286 -2.54964 0.40101 -1.312
O 3.18840 -1.68031 -4.54825 -0.611
O 0.77435 1.23483 -4.46810 -0.611
H 2.54545 -4.64695 -1.29374 0.405
H -1.53006 -5.24212 0.11688 0.446
H 0.63917 -6.20584 -0.72428 0.443
C 3.06369 -0.47337 1.82338 -1.408
C 3.34346 0.92571 -0.74248 -1.073
H -2.98098 -3.06714 -0.00828 0.498
H -2.21086 -2.51149 1.50629 0.387
H 3.56024 -1.80205 -3.65253 0.310
H 3.57249 -2.35419 -0.73752 0.487
C -3.31821 -0.01170 1.02196 -1.131
C -3.06921 -0.84506 -1.71726 -1.369
H -0.01194 0.38605 -1.24112 0.015
H 1.49286 1.62516 -3.82864 0.330
H 0.75403 0.23395 -4.14998 0.300
H 2.26443 -2.04717 -4.67156 0.310
H 0.80928 0.76977 2.31961 0.729
H -0.25354 1.16457 -1.11320 0.223
H 4.13847 -0.64732 1.66762 0.425
H 2.89196 0.38640 2.48875 0.407
H 2.62243 -1.38204 2.26040 0.412
H 4.37531 0.56856 -0.85723 0.411
H 2.94478 1.16212 -1.74194 0.160
H 3.36473 1.86280 -0.16858 0.384
H -4.07369 -1.26293 -1.56677 0.427
H -3.15740 0.16364 -2.13824 0.390
H -2.52430 -1.46687 -2.43743 0.382
H -4.35070 -0.31785 0.81026 0.522
H -3.05852 -0.30965 2.04565 0.411
H -3.24884 1.07980 0.97128 -0.009
C -2.51608 3.36654 1.82064 -1.846
C -0.99416 3.37028 1.69710 2.319
C -0.58860 4.39975 0.64002 -1.628
C -0.36842 3.70187 3.05041 -1.723
C -0.60597 2.00940 1.29559 -0.598
C 0.11676 0.95269 1.48699 -0.366
H -2.87620 4.35156 2.14570 0.469
H -2.83746 2.61706 2.55600 0.396
H -2.96846 3.13427 0.84783 0.394
H -0.95898 5.38652 0.94242 0.399
H 0.49846 4.45836 0.52809 0.357
H -1.02264 4.15075 -0.33389 0.383
H -0.65651 2.95189 3.79692 0.388
H 0.72532 3.72318 2.98476 0.382
H -0.71365 4.68349 3.39953 0.413

---

70
Properties=species:S:1:pos:R:3:mulliken_charge:R:1 method="wB97M-V/def2-TZVPD" multiplicity=1 max_force_ha_per_bohr=0.263 orbital_gap_ev=8.23 e_above_lowest_kcal_mol=86.3
C -4.77434 -2.12633 1.40291 -0.819
N -3.73503 -3.09031 1.99997 0.322
C -4.44273 -3.75484 3.10580 -1.293
C -3.14031 -4.00039 0.95763 -0.636
C -2.55907 -2.38322 2.64385 -1.627
C -1.89398 -1.23300 1.83754 1.023
O -0.46106 -1.08749 2.22009 -0.585
H -5.64302 -2.58764 1.00617 0.396
H -4.39074 -1.74075 0.45815 0.273
H -5.13734 -1.37244 2.10101 0.410
H -3.76594 -4.62815 3.35041 0.422
H -5.19271 -4.06374 2.76839 0.679
H -4.68527 -3.34584 4.05755 0.367
H -3.96717 -4.46464 0.61043 0.549
H -2.08999 -4.47571 1.36223 0.295
H -2.57408 -3.52691 0.11767 0.109
H -1.96687 -3.00831 3.01171 0.944
H -2.95517 -1.86410 3.56893 0.312
H -2.56832 -0.38669 1.85426 0.378
H -2.00162 -1.43912 0.67348 -0.786
H -0.07664 -0.30088 1.84907 0.112
N 0.66894 1.46269 0.09960 0.932
O 1.34648 0.51623 0.65491 -0.707
O 1.31179 2.58036 -0.15594 -0.606
O -0.56011 1.46764 0.09288 -0.587
O 4.64084 0.98688 -0.92651 -0.495
S 5.19264 2.23237 -0.61096 1.168
O 6.60437 2.34556 -0.25113 -0.675
O 4.80733 3.29922 -1.89579 -0.420
C 3.60245 2.94750 -2.53461 0.834
C 3.13747 4.20009 -3.20318 -1.520
C 4.31217 2.87540 0.78984 -0.797
H 2.97384 2.47117 -2.00490 -0.110
H 3.92769 2.20519 -3.36482 0.047
H 2.84694 4.76656 -2.43701 0.486
H 2.06170 4.13929 -3.71972 0.286
H 3.77490 4.63406 -3.95702 0.327
H 3.52114 3.44429 0.41899 0.289
H 5.18367 3.57476 1.37245 0.311
H 4.04698 2.04647 1.38562 0.316
C 0.44523 2.31062 3.58140 0.094
C -0.89902 3.07323 3.21234 0.028
O -1.50439 3.30857 4.44352 -0.277
C -0.72492 2.79228 5.38261 0.512
O -1.05470 2.96994 6.64032 -0.610
O 0.42636 2.14927 4.93721 -0.330
H 1.23149 2.94743 3.34021 0.302
H 0.44681 1.47216 2.97870 0.103
H -1.38336 2.35615 2.48799 0.053
H -0.63993 4.00046 2.53964 0.241
C 3.50332 -1.24879 -3.17060 0.068
C 2.38288 -1.30293 -2.09203 0.397
O 1.44366 -2.21015 -2.49901 -0.312
C 1.91773 -2.92333 -3.57136 0.576
O 1.35203 -3.87452 -4.02071 -0.537
O 3.16927 -2.43030 -3.88928 -0.379
H 4.63183 -1.45434 -2.78568 0.146
H 3.40970 -0.55402 -4.07760 0.226
H 1.82602 -0.26669 -1.76975 -0.434
H 2.59707 -1.62069 -1.05471 0.171
C -1.72398 -0.98189 -2.13863 0.360
C -1.27304 0.16790 -3.15755 0.058
O -1.93261 -0.11105 -4.45149 -0.358
C -2.48071 -1.31129 -4.38183 0.594
O -2.99308 -1.85674 -5.38198 -0.617
O -2.41958 -1.75441 -3.13798 -0.429
H -2.29179 -0.44475 -1.32969 0.069
H -1.05486 -1.78459 -1.49533 0.032
H -0.23159 0.13366 -3.32556 0.090
H -1.55565 1.13359 -2.52315 0.240

---

59
Properties=species:S:1:pos:R:3:mulliken_charge:R:1 method="wB97M-V/def2-TZVPD" multiplicity=1 max_force_ha_per_bohr=0.234 orbital_gap_ev=5.40
Pb 0.00000 0.00000 0.00000 -0.043
Si 0.15590 -2.20570 -1.32040 0.581
P 0.51700 1.18080 -2.10670 0.655
N -1.74820 0.08330 -0.20850 -0.058
H 0.64900 1.46960 0.78190 -0.256
C 0.84270 3.00700 -2.06380 -1.311
H 0.99050 3.43510 -3.07220 0.395
H 1.73830 3.18920 -1.44630 0.338
H -0.01150 3.49930 -1.57010 0.334
C 1.95270 0.57250 -3.10410 -1.021
H 2.09390 1.17720 -4.01730 0.430
H 1.76690 -0.47840 -3.37950 0.228
H 2.86690 0.61490 -2.49010 0.218
C -0.88070 1.06360 -3.30720 -1.103
H -0.65150 1.59200 -4.24940 0.429
H -1.78130 1.50050 -2.84520 0.283
H -1.07390 -0.00290 -3.50770 0.258
C 1.88370 -3.03820 -1.49980 -1.019
H 2.33110 -3.24480 -0.50970 0.246
H 2.58440 -2.37610 -2.04060 0.190
H 1.82050 -3.99350 -2.05260 0.388
H -0.71630 -3.32410 -0.76910 -0.227
H -0.34680 -2.15620 -2.75640 -0.231
C -3.09730 -0.00240 -0.44020 0.294
C -5.36470 0.83000 -0.09790 -0.420
C -3.99080 0.93140 0.14220 -0.391
C -3.61330 -1.03310 -1.26680 0.091
C -4.98790 -1.11840 -1.50190 -0.485
C -5.86940 -0.19120 -0.91980 -0.480
H -6.04920 1.55460 0.35680 0.316
H -3.57840 1.72240 0.77570 0.332
H -2.91100 -1.74830 -1.70540 0.073
H -5.37820 -1.91670 -2.14260 0.330
H -6.94590 -0.26470 -1.10620 0.329
C 3.20110 -0.15200 0.74370 0.853
O 2.20330 -0.39250 0.03960 -0.090
C 3.06040 0.50990 2.08170 -1.163
H 3.97760 1.04590 2.37710 0.397
H 2.84990 -0.25050 2.85640 0.332
H 2.17500 1.17760 2.02150 0.159
C 4.56910 -0.50800 0.22190 -1.411
H 5.16280 0.41530 0.07870 0.362
H 4.48810 -1.05210 -0.73000 0.259
H 5.11550 -1.12210 0.96140 0.405
S -0.35610 -1.45110 2.01560 -0.426
C -0.89350 -0.49960 3.23280 0.165
N -2.24160 -0.63510 3.68470 -0.039
C -2.70520 -0.01390 4.91780 -0.633
C -1.71650 1.03700 5.46470 -0.598
C -0.31290 0.46160 5.44310 -0.682
N 0.03760 0.16550 4.07350 0.131
H -2.87010 -1.29330 3.20100 0.276
H -2.84770 -0.82320 5.66830 0.339
H -3.68390 0.48340 4.75590 0.333
H -2.01300 1.32460 6.49800 0.342
H -1.72940 1.94290 4.82350 0.293
H -0.30910 -0.48100 6.03520 0.266
H 0.43560 1.15220 5.88730 0.383
H 0.97900 0.38910 3.74660 0.055